Entry from the Open Molecules 2025 dataset: a structure of composition C36H90F2N7NaO20S3 in a non-equilibrium geometry (ωB97M-V/def2-TZVPD).

Its net charge is -2. For the maximum force, the calculation gives 0.226 hartree/bohr. For the HOMO energy, the calculation gives -0.0142 Ha. The value obtained for the LUMO energy is 2.2 eV. Its HOMO-LUMO gap is 0.095 Ha. As for the energy: -4869.7472 Eh.

Each line ends with the Löwdin charge.
Positions of all 159 atoms, in Å:
Na -16.911 -22.906 18.262  0.83
S -14.275 -25.526 20.430  0.02
O -14.406 -26.933 20.475  -0.41
O -13.005 -25.026 20.976  -0.47
O -14.360 -25.142 19.036  -0.47
O -15.221 -24.784 21.257  -0.48
N -14.275 -25.751 13.180  -0.24
S -14.039 -24.298 13.206  0.39
O -14.801 -23.640 14.273  -0.34
O -13.673 -23.444 12.085  -0.31
F -12.674 -24.365 14.006  -0.21
S -14.979 -25.789 11.672  0.58
O -14.234 -26.262 10.527  -0.30
O -16.095 -24.855 11.496  -0.32
F -15.802 -27.182 11.940  -0.25
C -11.898 -19.672 19.480  -0.12
O -11.409 -20.799 20.191  -0.14
C -10.479 -21.396 19.371  -0.28
C -9.328 -21.758 20.227  -0.25
N -9.822 -22.563 21.327  -0.01
C -8.644 -23.190 21.852  -0.22
C -8.914 -23.931 23.200  -0.24
O -9.634 -23.118 24.077  -0.18
C -10.235 -23.804 25.167  -0.11
H -11.224 -18.836 19.296  0.08
H -12.691 -19.508 20.211  0.09
H -12.423 -19.908 18.555  0.08
H -10.090 -20.942 18.460  0.12
H -10.848 -22.384 19.095  0.14
H -8.665 -20.929 20.475  0.12
H -8.698 -22.347 19.560  0.11
H -10.506 -23.264 21.079  0.13
H -7.865 -22.467 22.098  0.11
H -8.160 -23.878 21.158  0.11
H -8.064 -24.403 23.694  0.11
H -9.462 -24.855 23.018  0.11
H -9.549 -24.300 25.855  0.06
H -10.753 -24.653 24.723  0.09
H -10.806 -23.294 25.943  0.08
C -24.654 -21.283 6.418  -0.12
O -23.348 -21.719 6.113  -0.22
C -22.781 -22.819 6.864  -0.20
C -21.301 -23.130 6.547  -0.15
N -21.022 -24.606 6.334  -0.07
C -20.848 -25.213 7.643  -0.21
C -20.921 -26.768 7.490  -0.23
O -22.168 -27.170 7.000  -0.19
C -22.279 -28.542 6.871  -0.13
H -24.576 -20.352 5.857  0.09
H -24.744 -21.038 7.476  0.08
H -25.462 -21.910 6.042  0.08
H -23.503 -23.635 6.861  0.12
H -22.839 -22.506 7.906  0.10
H -20.621 -22.777 7.323  0.11
H -21.156 -22.594 5.609  0.11
H -21.639 -25.118 5.720  0.10
H -21.574 -24.945 8.411  0.11
H -19.848 -24.914 7.957  0.12
H -20.845 -27.167 8.501  0.12
H -20.051 -27.158 6.962  0.12
H -23.211 -28.967 6.498  0.09
H -22.019 -29.072 7.787  0.09
H -21.515 -28.797 6.137  0.08
C -21.173 -35.458 3.493  -0.08
O -20.034 -34.659 3.030  -0.20
C -19.343 -34.051 4.111  -0.23
C -18.297 -33.100 3.556  -0.20
N -17.039 -33.702 3.158  -0.08
C -16.204 -34.176 4.216  -0.21
C -15.732 -32.965 5.153  -0.16
O -16.815 -32.863 6.122  -0.23
C -16.778 -31.592 6.789  -0.10
H -20.946 -35.775 4.510  0.08
H -21.213 -36.286 2.785  0.08
H -22.156 -34.987 3.464  0.08
H -18.867 -34.767 4.782  0.11
H -20.107 -33.506 4.665  0.12
H -18.017 -32.243 4.170  0.11
H -18.757 -32.616 2.694  0.12
H -17.123 -34.386 2.420  0.11
H -15.323 -34.582 3.718  0.11
H -16.647 -34.985 4.797  0.10
H -15.649 -32.090 4.509  0.12
H -14.828 -33.273 5.679  0.11
H -17.678 -31.554 7.403  0.09
H -16.818 -30.751 6.097  0.08
H -15.856 -31.436 7.348  0.09
C -18.881 -30.711 13.441  -0.10
O -17.691 -31.462 13.214  -0.21
C -17.423 -32.425 14.255  -0.20
C -15.972 -33.034 14.334  -0.22
N -15.118 -31.946 13.896  -0.04
C -13.791 -32.538 13.514  -0.22
C -12.815 -31.574 13.022  -0.26
O -12.444 -30.632 14.038  -0.20
C -11.277 -29.709 13.770  -0.03
H -18.702 -29.957 14.207  0.10
H -19.766 -31.268 13.749  0.08
H -19.042 -30.344 12.427  0.09
H -18.012 -33.342 14.230  0.10
H -17.729 -32.004 15.213  0.11
H -15.903 -33.922 13.706  0.10
H -15.717 -33.339 15.349  0.12
H -15.625 -31.611 13.090  0.09
H -14.109 -33.143 12.666  0.11
H -13.323 -33.213 14.231  0.12
H -13.373 -30.963 12.313  0.12
H -11.952 -31.988 12.500  0.12
H -10.407 -30.258 14.130  0.07
H -11.396 -28.885 14.474  0.09
H -11.236 -29.437 12.715  0.08
C -14.466 -22.943 5.489  -0.08
O -14.196 -21.562 5.095  -0.22
C -15.353 -20.908 4.549  -0.21
C -15.918 -21.512 3.259  -0.23
N -15.362 -20.963 2.050  -0.08
C -13.924 -21.232 1.901  -0.20
C -13.156 -20.833 0.599  -0.22
O -11.775 -21.134 0.625  -0.20
C -10.887 -20.326 1.461  -0.07
H -13.810 -23.306 6.280  0.09
H -14.083 -23.295 4.531  0.08
H -15.467 -23.256 5.786  0.09
H -15.022 -19.879 4.410  0.12
H -16.117 -20.873 5.326  0.11
H -17.004 -21.415 3.233  0.12
H -15.781 -22.592 3.306  0.10
H -15.893 -21.277 1.251  0.10
H -13.769 -22.309 1.975  0.12
H -13.364 -20.752 2.703  0.11
H -13.282 -19.750 0.593  0.11
H -13.597 -21.282 -0.291  0.12
H -9.892 -20.282 1.017  0.08
H -10.722 -20.898 2.374  0.08
H -11.254 -19.315 1.636  0.09
C -6.472 -23.294 15.111  -0.11
O -6.489 -23.487 16.512  -0.20
C -5.544 -24.412 17.088  -0.18
C -4.130 -23.760 17.198  -0.22
N -4.310 -22.615 17.995  -0.09
C -3.057 -21.987 18.374  -0.19
C -2.996 -20.426 18.408  -0.20
O -3.579 -19.904 17.241  -0.21
C -4.046 -18.594 17.229  -0.12
H -5.583 -22.773 14.756  0.08
H -7.340 -22.728 14.772  0.09
H -6.669 -24.248 14.622  0.09
H -5.625 -25.424 16.690  0.11
H -5.998 -24.625 18.056  0.12
H -3.783 -23.470 16.207  0.11
H -3.419 -24.340 17.787  0.12
H -4.974 -21.971 17.590  0.11
H -2.267 -22.444 17.778  0.10
H -2.821 -22.339 19.378  0.11
H -2.003 -20.006 18.567  0.11
H -3.574 -19.989 19.222  0.11
H -5.132 -18.692 17.217  0.09
H -3.726 -18.076 16.325  0.08
H -3.737 -17.990 18.082  0.08

Cartesian forces (eV/Å) of the 2 atoms listed first:
Na 1.145 -1.002 0.449
S 2.177 2.840 0.963

---

Entry from the Open Molecules 2025 dataset: a structure of composition C15H25CoN2O6Si (ωB97M-V/def2-TZVPD).

Its net charge is -1. For the energy above the lowest of the compared OMol25 structures with the same formula, charge and spin, the calculation gives 0.0291 eV. For the maximum force, the calculation gives 0.011 hartree/bohr. For the HOMO energy (alpha / beta), the calculation gives -0.1614 / -0.1656 Ha. The spin multiplicity is 2. The value obtained for the LUMO energy (alpha / beta) is 2.9 / 2.9 eV. Its HOMO-LUMO gap (alpha / beta) is 0.268 / 0.272 Ha. As for the energy: -2819.9627 Eh.

Each line ends with the Mulliken spin population.
Positions of all 50 atoms, in Å:
Co 0.438 -0.254 0.516  0.94
C 0.936 -2.085 -1.919  0.00
O 1.606 -1.480 -0.826  0.01
C 2.729 -2.192 -0.339  0.00
C 2.762 -2.117 1.170  0.00
O 2.626 -0.759 1.537  0.03
C 2.562 -0.584 2.944  0.00
H 0.512 -3.048 -1.619  0.00
H 1.625 -2.226 -2.759  0.00
H 0.132 -1.408 -2.196  0.00
H 3.636 -1.754 -0.772  0.00
H 2.674 -3.244 -0.635  0.00
H 3.719 -2.523 1.530  0.00
H 1.936 -2.697 1.589  0.00
H 3.538 -0.796 3.397  0.00
H 1.811 -1.246 3.386  0.00
H 2.266 0.445 3.130  0.00
C 2.776 2.464 0.562  0.00
C 1.512 2.589 -0.239  -0.01
C 1.091 3.798 -0.770  0.00
C -0.164 3.846 -1.388  0.00
C -0.947 2.724 -1.490  0.01
C -0.442 1.497 -0.986  -0.01
N 0.782 1.487 -0.377  -0.01
N -1.015 0.299 -0.956  0.05
Si -2.654 -0.136 -1.173  0.00
C -3.749 0.613 0.153  0.00
C -3.346 0.364 -2.864  0.00
C -2.745 -2.003 -1.079  0.00
H 3.568 3.091 0.149  0.00
H 3.102 1.426 0.592  0.00
H 2.590 2.785 1.589  0.00
H 1.705 4.682 -0.667  0.00
H -0.533 4.790 -1.776  0.00
H -1.931 2.760 -1.936  0.00
H -3.742 1.705 0.098  0.00
H -3.383 0.335 1.143  0.00
H -4.785 0.274 0.062  0.00
H -3.442 1.445 -2.979  0.00
H -4.338 -0.073 -3.014  0.00
H -2.696 -0.001 -3.663  0.00
H -2.213 -2.359 -0.194  0.00
H -2.283 -2.463 -1.957  0.00
H -3.782 -2.347 -1.029  0.00
O -1.258 0.091 4.035  0.00
C -0.764 -0.197 2.960  0.00
O -0.180 0.614 2.146  0.00
C -0.797 -1.689 2.454  0.00
O -1.225 -2.583 3.158  0.00
O -0.222 -1.861 1.301  -0.01

Cartesian forces (eV/Å) of the 2 atoms listed first:
Co 0.092 -0.102 0.211
C 0.029 -0.085 -0.021

---

Entry from the Open Molecules 2025 dataset: a structure of composition C13H28MoNO3S4 (ωB97M-V/def2-TZVPD).

Its net charge is +3. For the maximum force, the calculation gives 0.011 hartree/bohr. For the HOMO energy (alpha / beta), the calculation gives -0.7033 / -0.7238 Ha. The spin multiplicity is 3. The value obtained for the LUMO energy (alpha / beta) is -10.5 / -11.2 eV. Its HOMO-LUMO gap (alpha / beta) is 0.319 / 0.314 Ha. As for the energy: -2452.6275 Eh.

Each line ends with the Mulliken spin population.
Positions of all 50 atoms, in Å:
Mo 0.112 0.636 -0.605  2.02
C 2.439 2.897 0.826  0.00
C 2.686 1.719 1.740  0.01
S 1.306 0.531 1.663  -0.05
C 2.197 -1.045 1.482  0.01
C 2.958 -1.215 0.177  0.01
S 1.949 -0.896 -1.317  -0.02
C 2.977 0.273 -2.268  0.01
C 3.360 1.538 -1.518  0.00
S 1.913 2.433 -0.840  -0.06
H 3.330 3.521 0.732  0.00
H 1.640 3.541 1.195  0.00
H 2.758 2.053 2.776  0.00
H 3.603 1.187 1.498  0.00
H 1.441 -1.813 1.621  0.00
H 2.879 -1.112 2.331  0.00
H 3.307 -2.244 0.091  0.00
H 3.832 -0.570 0.124  0.00
H 2.381 0.487 -3.155  0.00
H 3.869 -0.263 -2.592  0.00
H 3.842 2.230 -2.209  0.00
H 4.052 1.354 -0.700  0.00
N -1.379 2.306 -0.053  -0.02
C -2.665 2.302 -0.868  0.00
C -2.349 2.261 -2.378  0.01
C -1.256 1.260 -2.425  -0.01
O -1.435 0.074 -2.001  0.02
O -0.021 1.633 -2.459  0.01
H -1.641 2.277 0.932  0.00
H -0.936 3.214 -0.190  0.00
H -3.262 3.177 -0.623  0.00
H -3.217 1.411 -0.582  0.00
H -2.003 3.217 -2.764  0.00
H -3.230 1.937 -2.930  0.00
C -3.684 -2.797 -0.054  0.00
C -2.337 -2.783 -0.762  0.00
S -0.848 -2.464 0.225  0.02
O -0.750 -0.879 0.373  0.03
C -1.257 -3.003 1.908  0.00
C -1.835 -1.929 2.819  0.00
H -4.451 -2.886 -0.824  0.00
H -3.882 -1.881 0.498  0.00
H -3.802 -3.655 0.605  0.00
H -2.277 -2.011 -1.526  0.00
H -2.104 -3.739 -1.238  0.00
H -0.324 -3.416 2.292  0.00
H -1.946 -3.835 1.755  0.00
H -1.142 -1.104 2.969  0.00
H -2.015 -2.391 3.790  0.00
H -2.781 -1.538 2.456  0.00

Cartesian forces (eV/Å) of the 2 atoms listed first:
Mo 0.295 -0.139 -0.120
C 0.050 0.004 -0.031

---

What is the formula in the first record?
C36H90F2N7NaO20S3

---

maximum force of number 1 (C36H90F2N7NaO20S3)?
0.226 hartree/bohr